Record 1
20
Properties=species:S:1:pos:R:3 method="wB97M-V/def2-TZVPD" multiplicity=1 charge=+1 homo_lumo_gap_ev=10.8 fmax_ev_per_a=2.280
C 2.379 -1.157 1.469
C 2.222 -0.479 0.131
C 0.919 -0.697 -0.625
N -0.236 -0.432 0.289
C -1.449 -0.232 -0.222
N -2.461 0.291 0.433
H 3.401 -1.134 1.826
H 1.714 -0.722 2.218
H 2.091 -2.213 1.441
H 2.365 0.600 0.239
H 2.964 -0.758 -0.617
H 0.828 0.037 -1.424
H 0.810 -1.702 -1.031
H -0.221 -0.991 1.136
H -1.512 -0.255 -1.303
H -3.206 0.702 -0.120
H -2.683 -0.017 1.371
H -2.561 2.848 -2.481
H -2.780 3.600 -1.202
O -2.582 2.712 -1.527

Record 2
20
Properties=species:S:1:pos:R:3 method="wB97M-V/def2-TZVPD" multiplicity=1 charge=+1 smiles=NCC[C@H]([NH3+])CO homo_lumo_gap_ev=10.8 fmax_ev_per_a=2.263
N 2.115 -0.660 1.105
C 1.862 0.472 0.172
C 0.773 0.011 -0.760
C -0.589 0.483 -0.243
N -0.799 -0.015 1.166
C -1.739 -0.006 -1.157
O -2.832 -0.369 -0.292
H 2.697 -1.274 0.555
H 2.618 -0.339 1.920
H 2.797 0.611 -0.372
H 1.726 1.362 0.774
H 0.680 -1.073 -0.848
H 0.814 0.404 -1.774
H -0.619 1.567 -0.242
H -0.742 0.776 1.803
H -0.077 -0.725 1.375
H -1.727 -0.449 1.275
H -1.348 -0.883 -1.686
H -2.080 0.737 -1.862
H -3.529 -0.628 -0.908